1.
Here is a cluster of 2 separate species, C4H12N3 in total in a non-equilibrium geometry from the OMol25 dataset. Energies are from wB97M-V/def2-TZVPD.

The LUMO energy is -4.4 eV. The net charge is +1. The energy relative to the best compared isomer or geometry (same formula, charge and spin) comes out at 4.7716 eV.

```
19
Properties=species:S:1:pos:R:3:forces:R:3:nbo_charge:R:1
H 1.464068 1.845556 -1.697319 -0.1104 0.2602 0.3182 0.259
C 0.995630 1.672418 -0.721079 -0.0702 2.7762 1.2715 -0.643
H 2.959740 -0.855547 1.962691 0.8759 -0.2842 0.7635 0.427
H -0.055387 1.692090 -0.796495 -1.2716 0.7881 -0.4391 0.223
H 4.170488 -0.422780 0.772030 1.9804 -0.4650 -0.2388 0.433
H 1.290280 2.377043 0.097321 -0.1224 0.1477 -1.3407 0.232
H 0.951911 -1.127146 -1.790983 0.5146 -0.2035 -1.2852 0.207
H -0.510611 -0.051353 -1.771384 0.0515 0.1249 0.3842 0.235
H -1.863448 -0.385291 1.692832 0.9274 -0.6781 2.2396 0.358
C 0.152487 -0.719557 -1.231839 3.5404 0.3460 -0.3113 -0.037
C 2.356170 0.108100 0.445491 -3.3632 -1.2190 -2.7967 0.374
N 3.245106 -0.561097 1.047536 -1.2370 0.3883 1.3459 -0.673
H -1.132791 -1.188832 0.074970 -0.7374 -0.1633 -0.1620 0.409
H -3.354273 -0.523073 0.955373 2.6859 1.3176 -0.0096 0.397
C 1.313571 0.358533 -0.271115 2.1434 -1.0961 0.4057 -0.115
N -2.356913 -0.052872 0.931681 -3.8324 0.0517 -1.8462 -1.103
H -2.500486 0.953198 1.058417 -0.0105 -0.4932 -0.0228 0.386
N -0.373468 -1.619321 -0.442460 -2.7367 -1.0813 2.3005 -0.753
H 0.158563 -2.123586 0.241976 0.7724 -0.5168 -0.5768 0.382
```
Positions in Å, forces in eV/Å.


2.
Here is an isolated molecule of C6H11NS in a non-equilibrium geometry from the OMol25 dataset. Energies are from wB97M-V/def2-TZVPD.

The LUMO energy is 0.9 eV. Its SMILES is CC1=CSN(C)[C@H]1C. The energy relative to the best compared isomer or geometry (same formula, charge and spin) comes out at 2.1463 eV.

```
19
Properties=species:S:1:pos:R:3:forces:R:3:nbo_charge:R:1
H 1.139320 0.009852 -2.168146 1.1870 1.4147 -0.6083 0.200
C 0.589655 -0.755914 -1.725979 1.0035 -0.8604 2.4482 -0.614
H -0.368331 -0.713611 -2.123359 -1.4767 -0.6474 -1.4171 0.239
C 1.892619 1.410115 0.435573 -3.1074 -3.0644 -0.9807 -0.624
H 1.887419 2.277787 0.952083 0.5015 2.9729 1.1261 0.222
H -1.718386 -0.597674 2.093521 0.2114 -0.3194 -1.2245 0.171
H 1.161692 -1.675120 -1.788326 -0.4519 -0.3261 -0.5946 0.215
C -1.720196 -1.337677 1.221174 1.7712 0.6749 1.8043 -0.418
C 0.287176 -0.507864 -0.231486 -1.4696 -0.1781 0.3748 -0.071
C 0.457742 0.964053 0.122141 0.2488 -0.1023 1.1582 -0.009
H 2.357674 0.617869 0.963779 0.6206 -0.6062 0.7254 0.210
H -1.180565 -2.201367 1.632910 -0.2752 -0.1789 -0.4626 0.193
H -2.736380 -1.525262 1.010109 -1.1039 -0.7241 0.0883 0.210
H 0.813790 -1.146768 0.475778 0.4601 -0.0275 -0.1785 0.203
S -2.071681 0.526599 -0.469585 1.3317 0.3185 -0.1232 0.320
C -0.666933 1.641168 0.028266 -2.3690 -1.4955 -0.4986 -0.356
H 2.200180 1.347695 -0.556087 1.8527 0.8801 -1.6036 0.226
N -1.164765 -0.908970 -0.055767 0.0207 1.2549 -0.2547 -0.550
H -1.160031 2.575083 0.183405 1.0444 1.0146 0.2211 0.235
```
Positions in Å, forces in eV/Å.


3.
Here is a cluster of 16 separate species, C46H106Cl2N2O15S in total from the OMol25 dataset. Energies are from wB97M-V/def2-TZVPD.

The LUMO energy is 0.4 eV.

```
172
Properties=species:S:1:pos:R:3:forces:R:3:mulliken_charge:R:1
H -3.249374 -7.557092 3.286929 0.0593 0.0825 0.0449 0.330
C -6.534114 -3.992114 2.071048 0.2701 0.1975 -0.1413 -0.414
H 1.875910 0.035936 -2.628332 0.0016 0.0108 0.0516 0.267
H -5.599015 1.177009 3.814284 0.0242 0.0454 0.0621 0.270
H -1.352519 9.328829 -3.746179 -0.0127 -0.0099 0.0200 0.280
H 3.471011 -6.008568 8.163871 -0.0045 -0.0089 -0.0076 0.362
H 11.469776 2.839876 -6.504074 0.0126 0.0277 -0.0021 0.285
O -0.585618 8.755808 -3.841667 0.1334 0.1047 -0.0247 -0.493
H -3.449112 -8.867519 5.989732 -0.0272 -0.0179 -0.0410 0.276
S -1.451570 -3.956262 0.216735 0.0582 0.0193 -0.0934 -0.607
H 11.300145 1.196005 -4.222971 -0.0289 0.0246 0.0137 0.287
C -1.330137 4.874062 -2.286000 -0.0345 -0.0852 -0.0489 -0.661
H -3.634969 -0.825160 -4.999316 -0.0061 0.0004 -0.0200 0.090
O -2.785345 5.266577 -4.200237 0.0762 0.0416 -0.0400 -0.513
H 4.144836 0.688230 -4.488893 -0.0220 0.0175 0.0063 0.253
O 7.480773 3.158159 -4.394045 -0.0149 -0.1030 -0.0082 -0.532
C 0.918904 0.476848 -2.895532 -0.2269 0.0749 -0.0133 0.113
C -5.937623 0.557408 -2.611757 0.1128 0.6063 0.0466 0.329
H -10.812494 -5.201404 -2.380978 -0.0071 0.0138 0.0021 0.374
H 7.247566 8.328377 1.546658 0.0091 -0.0025 0.0136 0.346
C -1.856791 -7.924396 6.608522 -0.3017 -0.1320 0.1303 -0.023
H 1.986246 -7.755084 9.151754 0.0854 -0.0374 -0.0432 0.156
H -3.122071 -3.568710 -2.096949 -0.0928 0.0233 -0.0560 0.455
H -7.322760 -4.732062 1.938115 0.0005 -0.0231 0.0215 0.335
O 1.814834 -6.837887 10.995900 0.0715 0.0106 -0.0024 -0.506
C -2.530174 -2.645029 -0.277317 0.0675 -0.1763 0.0327 1.182
H -2.149279 4.466379 -1.686641 0.0201 0.0398 0.0546 0.194
H -2.410703 -7.171253 7.178636 0.1269 0.0712 0.0338 0.228
C -2.597460 -0.993913 -5.295118 0.1317 -0.0238 0.0323 -0.695
H -7.304118 -0.646639 4.091878 -0.0226 0.0464 0.0032 0.310
C -2.030679 -5.097831 2.693427 0.2610 -0.0784 -0.1952 0.560
H -5.257214 -0.851635 2.717793 0.0374 -0.0549 -0.0284 0.031
C -5.351901 0.244102 4.332005 -0.1408 -0.0635 -0.1133 -0.286
H -9.812887 -4.306654 -3.534218 -0.0449 0.0221 0.0149 0.313
H -0.460131 11.076435 -5.273698 -0.0097 -0.0016 -0.0535 0.342
H -2.049112 -1.386329 -4.437492 -0.0344 0.0267 0.0304 0.126
C 5.448041 1.619269 -2.456935 -0.2003 -0.0119 0.1040 -0.825
H 9.646398 6.048175 0.128888 0.0067 0.0085 -0.0314 0.260
C 2.892391 -5.801084 9.065072 -0.0102 0.0669 0.0585 -0.720
H 0.289846 -0.305882 -3.333714 0.0930 -0.0334 -0.0829 -0.014
C -1.847981 -3.935169 1.945173 -0.1890 0.2963 0.0851 0.801
C 12.588550 0.582448 -5.839982 0.0523 0.0934 0.0232 -1.154
C -2.653992 -1.539700 0.559238 0.0082 0.1370 -0.1499 -0.623
H -7.058720 -2.791131 0.340401 -0.0103 0.0130 -0.0431 0.292
H 4.597709 1.781575 -1.791546 0.0248 -0.0541 0.0383 0.331
O -4.661208 -0.632607 3.443266 -0.0017 0.1178 -0.0462 -0.123
H -9.283254 -5.886820 -2.959511 -0.0140 -0.0179 0.0218 0.291
H 7.482654 3.819534 -5.092620 0.0262 0.0080 -0.0046 0.277
H -4.611002 -1.724816 -2.766833 -0.0426 0.0021 0.0114 0.417
H -2.586239 -1.758548 -6.075472 -0.0542 0.0138 -0.0215 0.447
H 0.150622 2.064926 -4.140158 0.0020 -0.0375 -0.0844 0.103
H -3.912238 -6.557925 2.162190 -0.4980 -0.3643 0.1579 0.289
H 8.904638 8.273546 0.929450 -0.0060 0.0089 0.0533 0.346
C 5.805612 7.489958 -2.777520 -0.0349 0.0590 -0.1491 -0.118
C -1.949946 -6.484518 2.077564 -0.3914 0.0558 0.0383 -0.919
H 6.933036 5.925864 0.872354 0.0003 -0.0339 -0.0010 0.289
H -2.196554 -0.689209 2.301633 0.1031 -0.0263 0.0840 0.446
H -4.696531 -4.057845 2.719123 0.0399 -0.0678 0.0512 0.174
H 0.201430 -3.999843 9.772319 0.0376 0.0125 0.0058 0.196
H -0.724981 -8.636708 8.309178 -0.0127 0.0119 0.0094 0.237
O -0.592205 0.107640 -6.153905 -0.0503 0.0086 0.0598 -0.478
H 13.496578 0.989436 -5.394420 -0.0022 -0.0197 0.0259 0.293
H -1.076953 -7.025906 2.443587 -0.0228 -0.0311 0.0430 0.371
C 11.367802 1.305929 -5.304281 0.0107 0.0125 -0.1806 -0.148
C 7.929330 6.347489 1.001919 0.1679 0.0965 -0.0039 -0.340
H 1.131119 10.687967 -4.622816 0.0234 -0.0109 -0.0161 0.276
C -6.196853 -3.313317 0.753571 0.1101 0.0421 0.2784 -0.051
H -0.819333 -9.778349 6.955327 0.0308 0.0149 0.0039 0.308
C 2.555395 -7.082279 9.802671 -0.1666 0.0645 -0.0399 -0.193
C 7.902607 7.853496 0.814574 -0.0119 -0.0219 -0.0912 -0.933
C -6.767824 1.814348 -2.845578 0.0620 -0.0292 0.3408 -1.304
C -6.605833 -0.396831 4.894467 0.0497 -0.0820 -0.0046 -1.138
H 7.923439 4.884773 -2.377924 0.0425 -0.0132 0.0744 0.189
H -7.111099 0.274385 5.589918 -0.0075 0.0115 -0.0093 0.399
H 8.755424 5.471367 -3.811168 0.0690 0.0155 0.0141 0.315
O -7.687857 -4.015909 -1.846283 -0.1412 -0.1350 -0.1091 -0.325
C -2.026645 -2.675763 2.539516 0.1449 -0.2222 -0.1657 -0.109
H 5.252398 8.387288 -2.478253 -0.0285 -0.0406 0.0718 0.380
C 8.694397 3.322254 -3.648934 -0.0171 0.2066 -0.1081 0.100
H -6.880984 -3.253111 2.805262 -0.0860 -0.0394 0.0023 0.170
H 0.498047 -2.806878 8.500476 0.0623 0.0032 0.1014 0.336
H -2.769619 -3.642941 5.676479 -0.0538 -0.1054 -0.0467 0.837
H 0.996294 -6.397847 10.746403 -0.0182 -0.0102 0.0115 0.300
H -2.172723 -3.244937 9.934362 0.0133 0.0014 0.0303 0.280
H -4.647782 0.478398 5.129699 0.0325 0.0040 -0.0135 0.356
H 7.553411 8.105946 -0.187361 -0.0143 -0.0022 0.0023 0.175
H 10.455773 0.889771 -5.745201 -0.0216 -0.0437 0.0810 0.267
O 7.046398 7.864549 -3.368341 0.0557 -0.0404 0.0566 -0.501
H 12.538064 -0.484635 -5.620346 -0.0132 -0.0060 -0.0090 0.340
C -1.372652 -9.031331 7.524946 0.0431 -0.0234 -0.0755 -1.144
H 9.687193 4.824805 -2.450694 0.0055 0.0042 0.0054 0.357
H -1.018791 -7.427970 6.122173 -0.0313 -0.0063 -0.0889 0.246
C -9.041507 -4.306840 -1.517034 0.0239 0.1019 -0.1146 -0.129
H 4.718228 7.180454 -4.618609 -0.0454 0.0187 0.0211 0.354
C 5.383995 0.230422 -3.059657 0.0130 0.1719 -0.1155 -0.349
C -3.504316 -0.507627 0.192534 -0.0838 -0.0350 0.2269 -0.661
H 6.062100 6.933677 -1.876301 0.0376 0.0111 0.0125 0.093
C -9.785493 -4.965741 -2.663210 0.0845 -0.0376 -0.0263 -1.199
C -4.080417 -1.654183 -1.829549 0.1348 0.0296 -0.1130 -0.373
H -2.467591 -1.618271 4.341368 -0.0486 0.0098 -0.0856 0.383
H -0.608838 5.336527 -1.611189 -0.0084 0.0070 0.0080 0.378
H 12.666169 0.704805 -6.922925 -0.0286 -0.0469 -0.0092 0.336
H -5.897727 0.684527 -0.501067 0.1085 0.1790 0.0492 0.438
C -0.045440 8.960405 -5.144437 -0.1434 0.0858 0.0114 -0.170
C -0.264217 -3.447437 8.956706 -0.1017 0.1341 -0.1658 -0.136
H 3.468560 -5.130979 9.704383 0.0329 -0.0338 0.0061 0.267
Cl -4.196758 2.129441 -1.247594 0.0980 0.2323 -0.0747 -0.088
H 1.571543 1.252811 -4.803528 -0.0642 -0.0169 -0.0319 0.213
O 11.423261 2.709862 -5.551902 0.0972 -0.0648 -0.0105 -0.540
N -1.929768 -1.503204 1.762884 -0.3027 0.0183 -0.1456 -0.378
H -6.127866 2.660943 -3.081884 -0.0138 -0.0206 -0.1482 0.307
C -3.237863 -2.697398 -1.465309 0.0353 0.0344 0.1183 -1.646
H -1.859184 -6.393139 0.994984 0.2040 0.0138 0.0340 0.484
H 0.805988 8.285457 -5.223336 -0.0080 -0.0326 0.0124 0.284
H 6.864244 8.373361 -4.163985 -0.0338 0.0060 0.0042 0.274
H -5.245700 0.398445 -3.438908 -0.1436 -0.2771 -0.0630 0.077
H -9.002145 -4.971500 -0.654364 0.0173 0.0136 0.0240 0.251
H 4.030319 6.335704 -3.224189 -0.0083 0.0105 0.0023 0.319
C -2.507627 -3.739684 4.627378 0.0895 -0.1693 0.1363 -1.329
H -1.074482 -1.881090 10.211793 0.0120 0.0089 -0.0120 0.382
H -7.300045 2.056807 -1.922363 -0.0837 0.0087 -0.0763 0.298
O 0.317246 0.939513 -1.684103 0.0484 -0.0054 0.0095 -0.502
H 1.980455 -5.278570 8.768118 -0.0042 -0.0454 -0.0784 0.020
H 5.416427 2.375543 -3.240338 0.1064 0.0220 -0.0048 0.140
H 6.242432 0.065886 -3.719882 0.0454 -0.0293 0.0654 0.280
N -3.181362 -7.242022 2.326357 0.2587 0.1451 -0.3055 -0.731
H -0.534067 1.320977 -1.921286 -0.0365 0.0060 0.0904 0.241
H -2.515623 0.692122 -6.642373 -0.0522 0.0547 0.0550 0.381
H -2.547085 -5.894140 4.598854 -0.0100 0.0080 0.1195 0.343
H -0.551760 -0.540606 -6.863587 -0.0049 -0.0136 0.0032 0.278
C -1.855385 5.872602 -3.298656 -0.2165 -0.2489 0.1124 0.009
H 9.547534 3.140618 -4.305334 0.0209 -0.0011 0.1075 0.023
H 8.273588 6.096006 2.011121 -0.0820 -0.0116 0.0264 0.324
H 3.461838 -7.600640 10.111774 -0.0111 -0.0206 0.0400 0.303
H 5.512258 5.734543 -3.988144 -0.0127 -0.0239 0.0438 0.110
H 8.686229 2.556490 -2.872559 -0.0961 -0.0472 -0.0368 0.324
H -1.047130 6.267025 -3.905474 -0.0288 0.0405 -0.0677 0.127
H -2.217402 -9.535308 8.000393 0.0021 0.0365 0.0492 0.368
H -7.501835 1.650702 -3.630644 0.0998 0.0358 -0.0864 0.419
C -4.230073 -0.556098 -0.991815 0.0595 0.1168 -0.2291 0.917
C 1.111054 1.609845 -3.883006 0.0991 0.0838 0.0703 -0.793
H -1.098115 -3.975958 7.269302 0.0544 -0.0120 -0.0669 0.202
C -2.336621 -2.587561 3.878243 -0.0009 0.0424 0.4826 -0.518
H 0.821262 10.525364 -6.360912 -0.0138 -0.0025 -0.0113 0.351
O -2.698501 -8.436437 5.570218 0.1880 0.1487 -0.0715 -0.481
C -1.416994 -2.607732 9.474085 -0.0641 -0.0919 -0.0259 -1.205
H 1.741162 2.389088 -3.448933 0.0302 -0.0399 0.0312 0.281
O -0.688673 -4.426157 8.015136 -0.0281 -0.1340 0.1075 -0.336
H -1.894671 -2.065150 8.654653 0.0337 0.0465 0.0079 0.323
H -3.610315 0.342229 0.859196 0.0210 0.0106 -0.0244 0.619
H -6.357430 -1.321407 5.416552 0.0073 0.0129 0.0213 0.269
C 8.774039 4.704059 -3.032857 -0.1058 -0.0357 -0.1256 -1.023
H -5.385500 -2.588049 0.897716 -0.0463 -0.0105 0.0013 -0.346
H -5.855676 -4.042964 0.023062 -0.0520 -0.0048 -0.0462 0.232
H -2.335391 6.715816 -2.793002 0.1000 0.0671 0.0019 0.187
O 8.752722 5.704584 0.034644 -0.0871 -0.0138 0.0909 -0.447
C -1.956524 0.290223 -5.790433 0.0260 -0.1172 -0.1185 -0.260
O -5.412174 -4.694478 2.593143 -0.0101 -0.0376 0.0556 -0.452
C 0.389848 10.396475 -5.367429 0.0209 -0.0019 0.1031 -1.131
H -3.516963 4.922889 -3.678584 0.0024 -0.0288 -0.0001 0.265
C -2.373453 -4.985921 4.038016 0.1317 0.1726 0.1058 -0.694
H -1.956965 1.044485 -5.003431 0.0194 0.0364 -0.0123 0.168
Cl -7.096664 -0.807932 -2.507399 -0.0010 -0.1496 -0.0080 -0.175
H 5.399796 -0.533107 -2.282664 -0.0352 -0.0398 -0.0251 0.307
H -0.782385 8.665084 -5.898928 0.0624 -0.0397 -0.0480 0.266
H 6.369566 1.760629 -1.890013 0.0177 0.0206 -0.0218 0.318
H -7.687158 -3.418262 -2.600388 0.0627 -0.0139 -0.0302 0.186
C -5.154303 0.611333 -1.298548 -0.2061 -0.6404 0.0758 -0.271
O 4.173942 0.030177 -3.787500 0.0229 -0.1028 0.0229 -0.450
H -0.845876 4.038928 -2.794296 0.0460 0.0219 0.0052 0.035
H -9.554081 -3.386340 -1.213015 -0.0437 -0.0379 0.0637 0.282
C 4.963393 6.633727 -3.704275 0.0975 -0.0370 -0.0496 -0.917
```
Positions in Å, forces in eV/Å.


4.
Here is a cluster of 2 separate species, C4H5FN4 in total in a non-equilibrium geometry from the OMol25 dataset. Energies are from wB97M-V/def2-TZVPD.

The LUMO energy is 0.2 eV. The energy relative to the best compared isomer or geometry (same formula, charge and spin) comes out at 2.5653 eV.

```
14
Properties=species:S:1:pos:R:3:forces:R:3:nbo_charge:R:1
H 1.671394 -1.084040 -1.483636 0.5782 1.5494 0.1401 0.203
H -0.870743 -2.582083 1.348426 -0.6745 -0.3405 -0.1572 0.240
C 1.916767 -0.117434 -0.933193 -0.2370 -0.0747 -0.1074 -0.446
N -3.262893 -0.649161 -0.249885 -0.5368 -0.7722 0.3114 -0.372
N 0.998922 -0.070631 0.264247 1.7035 0.7629 -1.2211 -0.347
N -1.460378 0.977055 -0.395057 1.5696 2.0062 0.0326 -0.561
C -2.375331 0.078315 -0.188682 -0.4430 -0.2365 0.1566 0.389
F -0.909262 1.653502 1.681515 0.4829 0.2027 1.1817 -0.284
C -0.758029 1.689760 0.400519 -3.0868 -2.0196 -2.1523 0.616
H -0.285608 2.493052 -0.084139 1.4366 0.9960 0.3028 0.176
C -0.001435 -2.001456 1.225045 0.7452 0.0075 -0.1521 0.005
H 2.985363 -0.096933 -0.624981 -0.6581 -0.4525 0.1489 0.204
H 1.861334 0.852374 -1.547579 -0.6470 -1.6404 0.7118 0.210
N 0.489903 -1.142316 0.587397 -0.2328 0.0118 0.8042 -0.031
```
Positions in Å, forces in eV/Å.